# 1
C6H6LuO5 as an isolated structure at a distorted geometry, computed with the ωB97M-V functional and the def2-TZVPD basis.

Output
LUMO energy (alpha / beta), eV: -14.94 / -15.80
Gap between HOMO and LUMO (alpha / beta), eV: 6.392 / 3.297
Multiplicity: 1
E_HOMO (alpha / beta), eV: -21.33 / -19.10
Charge: +3
F_max, eV Å⁻¹: 8.5
Molecular weight, g/mol: 333.1
E_tot, eV: -50140.3454
Relative energy (zero: lowest compared OMol25 entry of this formula, charge and spin), kJ/mol: 274.6

Geometry (Å):
Lu1 -0.25 -0.03 1.26
C1 -0.19 1.56 2.70
O1 -0.11 2.34 3.54
C2 0.05 1.86 -0.62
O2 0.35 2.54 -1.55
C3 -2.17 1.32 0.86
O3 -3.05 2.02 0.57
C4 1.79 1.14 0.77
O4 2.72 1.71 0.36
C5 -0.01 -2.48 -2.79
H1 0.88 -3.06 -2.54
H2 -0.95 -2.91 -2.47
C6 0.06 -1.39 -3.54
H3 -0.80 -0.88 -3.97
H4 1.01 -0.93 -3.80
O5 -0.03 -2.60 1.67
H5 -0.28 -2.86 2.60
H6 -0.73 -2.96 1.08

=====

# 2
C38H31AuN5O6PSTe as an isolated structure at a distorted geometry, computed with the ωB97M-V functional and the def2-TZVPD basis.

Output
LUMO energy, eV: -1.99
Gap between HOMO and LUMO, eV: 5.936
Multiplicity: 1
E_HOMO, eV: -7.93
F_max, eV Å⁻¹: 1.5
Molecular weight, g/mol: 1041.3
E_tot, eV: -90749.0400
Relative energy (zero: lowest compared OMol25 entry of this formula, charge and spin), kJ/mol: 128.7

Geometry (Å):
Au1 -0.71 -0.90 -0.22
N1 0.39 -2.11 -1.27
P1 1.64 -1.97 -2.20
C1 1.26 -2.40 -3.92
C2 -0.08 -2.49 -4.29
C3 -0.42 -2.82 -5.60
C4 0.58 -3.07 -6.53
C5 1.91 -3.00 -6.16
C6 2.26 -2.66 -4.86
C7 2.88 -3.20 -1.69
C8 2.39 -4.35 -1.06
C9 3.27 -5.32 -0.62
C10 4.64 -5.16 -0.80
C11 5.12 -4.02 -1.42
C12 4.25 -3.04 -1.86
C13 2.55 -0.40 -2.27
C14 3.22 0.01 -1.12
C15 3.86 1.24 -1.08
C16 3.82 2.07 -2.20
C17 3.15 1.67 -3.34
C18 2.52 0.44 -3.38
H1 -0.83 -2.34 -3.53
H2 -1.46 -2.88 -5.88
H3 0.31 -3.33 -7.54
H4 2.69 -3.22 -6.89
H5 3.30 -2.61 -4.57
H6 1.32 -4.45 -0.91
H7 2.89 -6.21 -0.13
H8 5.32 -5.92 -0.45
H9 6.19 -3.88 -1.55
H10 4.63 -2.14 -2.34
H11 3.23 -0.64 -0.25
H12 4.39 1.55 -0.19
H13 4.32 3.03 -2.17
H14 3.13 2.31 -4.21
H15 2.00 0.12 -4.28
O1 -4.41 -0.23 0.81
C19 -3.32 -0.37 1.32
O2 -2.20 0.13 0.86
C20 -3.21 -1.13 2.63
C21 -2.01 -1.28 3.30
C22 -1.99 -1.98 4.50
C23 -3.12 -2.56 5.03
C24 -4.30 -2.40 4.34
C25 -4.37 -1.69 3.16
N2 -5.53 -3.02 4.88
O3 -6.56 -2.85 4.26
O4 -5.42 -3.66 5.90
N3 -0.71 -2.14 5.22
O5 -0.74 -2.71 6.29
O6 0.28 -1.67 4.71
H16 -1.08 -0.86 2.93
H17 -3.08 -3.12 5.96
H18 -5.31 -1.56 2.64
N4 1.39 2.66 2.42
C26 0.50 1.73 2.03
S1 1.07 0.21 1.54
N5 -0.81 1.98 2.05
C27 -1.56 3.12 2.41
C28 -2.84 3.22 1.86
C29 -3.66 4.28 2.18
C30 -3.22 5.28 3.04
C31 -1.96 5.17 3.61
C32 -1.13 4.09 3.32
H19 2.35 2.40 2.33
H20 1.14 3.63 2.44
H21 -1.37 1.26 1.57
H22 -3.17 2.46 1.17
H23 -4.65 4.33 1.75
H24 -3.85 6.12 3.28
H25 -1.62 5.92 4.30
H26 -0.20 4.00 3.85
Te1 -1.18 0.54 -2.51
C33 -0.93 2.41 -1.60
C34 0.34 2.85 -1.22
C35 0.51 4.11 -0.68
C36 -0.59 4.95 -0.51
C37 -1.85 4.52 -0.88
C38 -2.03 3.26 -1.42
H27 1.19 2.19 -1.34
H28 1.50 4.45 -0.40
H29 -0.45 5.94 -0.09
H30 -2.71 5.17 -0.74
H31 -3.02 2.92 -1.69

=====

# 3
C33H20N9O9SeW as an isolated structure, computed with the ωB97M-V functional and the def2-TZVPD basis.

Output
LUMO energy (alpha / beta), eV: 0.69 / 0.69
Gap between HOMO and LUMO (alpha / beta), eV: 5.166 / 5.158
Multiplicity: 1
E_HOMO (alpha / beta), eV: -4.47 / -4.46
Charge: -1
F_max, eV Å⁻¹: 0.6
Molecular weight, g/mol: 949.4
E_tot, eV: -133560.0733
Relative energy (zero: lowest compared OMol25 entry of this formula, charge and spin), kJ/mol: 0.6

Geometry (Å):
W1 0.44 -0.41 -0.22
C1 2.42 2.57 -2.85
C2 1.86 1.35 -2.20
N1 1.47 1.29 -0.96
N2 1.71 2.37 -0.16
C3 1.43 2.02 1.06
O1 1.02 0.83 1.36
C4 1.52 3.01 2.16
C5 1.21 2.62 3.46
C6 1.25 3.54 4.49
C7 1.60 4.86 4.23
C8 1.91 5.25 2.93
C9 1.87 4.33 1.90
C10 1.81 0.07 -2.88
C11 2.28 -0.13 -4.18
C12 2.39 -1.42 -4.66
C13 2.05 -2.48 -3.83
C14 1.56 -2.21 -2.56
N3 1.39 -0.97 -2.13
H1 2.50 3.37 -2.12
H2 1.77 2.90 -3.67
H3 3.41 2.37 -3.27
H4 0.94 1.59 3.64
H5 1.01 3.23 5.50
H6 1.63 5.58 5.03
H7 2.19 6.28 2.73
H8 2.11 4.62 0.88
H9 2.58 0.72 -4.78
H10 2.74 -1.60 -5.66
H11 2.15 -3.51 -4.15
H12 1.28 -3.00 -1.87
O2 3.76 -3.52 4.06
C15 3.13 -2.95 3.22
C16 3.68 -2.39 1.89
O3 4.81 -2.49 1.49
C17 2.51 -1.77 1.26
C18 1.38 -1.94 2.02
O4 0.25 -1.47 1.55
C19 1.63 -2.63 3.27
O5 0.85 -2.92 4.16
O6 2.43 -1.12 0.14
N4 -0.85 0.31 -1.76
C20 -1.50 0.99 -2.44
N5 -2.21 1.70 -3.23
C21 -2.16 3.01 -3.15
N6 -2.16 4.17 -3.15
O7 -3.37 -2.22 -1.18
C22 -3.20 -3.54 -1.00
C23 -4.33 -4.35 -1.13
C24 -4.22 -5.72 -0.96
C25 -3.00 -6.31 -0.65
C26 -1.88 -5.50 -0.52
C27 -1.96 -4.12 -0.69
C28 -0.70 -3.33 -0.52
O8 0.37 -3.86 -0.28
O9 -0.87 -2.03 -0.66
H13 -2.48 -1.81 -1.07
H14 -5.27 -3.88 -1.36
H15 -5.11 -6.34 -1.06
H16 -2.92 -7.38 -0.52
H17 -0.92 -5.92 -0.28
Se1 -2.19 -0.59 2.14
N7 -3.19 0.75 2.66
C29 -2.90 1.80 1.91
C30 -3.47 3.10 2.04
C31 -3.05 4.06 1.18
C32 -2.08 3.74 0.18
N8 -1.53 2.57 0.02
C33 -1.93 1.59 0.88
N9 -1.44 0.36 0.82
H18 -4.20 3.30 2.81
H19 -3.44 5.07 1.23
H20 -1.77 4.50 -0.53

=====

# 4
A 4-piece molecular cluster, C20H34FIN3O3 overall at a distorted geometry, computed with the ωB97M-V functional and the def2-TZVPD basis.

Output
LUMO energy, eV: 2.24
Gap between HOMO and LUMO, eV: 4.827
Multiplicity: 1
E_HOMO, eV: -2.58
Charge: -1
F_max, eV Å⁻¹: 1.3
Molecular weight, g/mol: 510.4
E_tot, eV: -42722.4074

Geometry (Å):
C1 3.30 -0.14 -3.16
C2 2.54 0.16 -1.88
F1 1.73 -0.94 -1.64
C3 1.76 1.48 -1.97
C4 0.47 1.47 -1.13
I1 0.75 2.89 0.55
C5 -0.72 1.94 -1.97
C6 -1.55 0.72 -2.31
C7 -2.23 0.07 -1.27
C8 -2.97 -1.07 -1.51
C9 -3.03 -1.58 -2.81
C10 -2.38 -0.94 -3.86
C11 -1.64 0.21 -3.60
H1 4.11 -0.86 -3.01
H2 2.60 -0.54 -3.89
H3 3.71 0.79 -3.55
H4 3.25 0.23 -1.05
H5 2.40 2.28 -1.62
H6 1.51 1.61 -3.03
H7 -1.37 2.60 -1.39
H8 -0.42 2.44 -2.91
H9 -2.15 0.47 -0.27
H10 -3.47 -1.54 -0.68
H11 -3.61 -2.48 -3.00
H12 -2.42 -1.33 -4.86
H13 -1.12 0.71 -4.40
C12 1.87 -1.02 3.73
O1 2.67 -1.22 4.63
N1 1.84 -1.70 2.57
C13 0.86 -1.42 1.53
C14 2.83 -2.73 2.35
H14 1.08 -0.25 3.80
H15 0.27 -2.32 1.32
H16 1.37 -1.12 0.61
H17 0.20 -0.62 1.83
H18 2.75 -3.51 3.12
H19 3.84 -2.31 2.41
H20 2.68 -3.18 1.37
C15 -6.10 0.12 -0.20
O2 -5.21 0.53 0.52
N2 -7.04 -0.78 0.18
C16 -8.09 -1.22 -0.72
C17 -6.99 -1.30 1.53
H21 -6.22 0.46 -1.24
H22 -9.07 -0.98 -0.31
H23 -8.02 -2.30 -0.87
H24 -7.98 -0.73 -1.69
H25 -7.08 -0.49 2.25
H26 -6.04 -1.81 1.70
H27 -7.81 -2.01 1.67
C18 5.33 3.05 1.34
O3 6.30 3.73 1.05
N3 5.35 2.06 2.25
C19 4.17 1.27 2.57
C20 6.60 1.77 2.94
H28 4.34 3.19 0.88
H29 3.92 1.37 3.62
H30 4.36 0.21 2.35
H31 3.33 1.60 1.97
H32 6.94 2.66 3.48
H33 7.37 1.50 2.22
H34 6.44 0.95 3.63

=====

> The highest F_max belongs to which entry?

C6H6LuO5

=====

> Which of these has the highest F_max?

C6H6LuO5

=====

> The lowest E_tot belongs to which entry?

C33H20N9O9SeW